A 4-piece molecular cluster, C34H71N7O5 overall in a non-equilibrium geometry. Source: the OMol25 dataset; level of theory: ωB97M-V/def2-TZVPD.

Structure (XYZ):
```
117
Properties=species:S:1:pos:R:3:forces:R:3
C 3.3994 -1.4302 4.3469 -0.08 -0.50 0.19
C 3.3910 -2.4168 3.1536 0.23 2.00 0.10
O 2.0710 -2.4591 2.6319 0.43 -0.03 0.08
C 4.3716 -1.8526 2.0893 -1.01 -1.67 0.59
O 3.9400 -0.5164 1.8115 1.62 -0.81 0.09
C 4.9132 0.2871 1.2164 -1.21 3.31 0.25
N 6.2511 0.3528 1.8211 -0.35 -2.04 0.28
C 6.2212 1.3651 2.8239 0.16 0.65 -3.43
N 6.7214 1.2641 4.0613 0.46 0.36 0.73
N 5.5590 2.3935 2.3042 -0.18 -1.05 2.78
C 4.4123 1.7317 1.6061 -2.20 -0.11 -0.54
C 3.4676 2.5217 0.6644 0.34 0.48 0.71
N 2.1560 1.8965 0.6558 0.43 -0.09 -0.51
H 4.4236 -1.2546 4.7046 -0.21 -0.22 0.16
H 2.7619 -1.8396 5.1365 0.33 0.09 0.09
H 2.9819 -0.4499 4.0866 0.02 -0.22 -0.21
H 3.7077 -3.4038 3.4953 -0.15 -0.01 -0.30
H 1.7845 -1.5366 2.6736 -0.31 -0.25 -0.23
H 5.3715 -1.9177 2.5291 0.03 0.35 -0.37
H 4.2790 -2.5068 1.2131 0.26 0.38 -0.12
H 4.8832 0.2494 0.1216 0.67 -0.70 0.15
H 6.8568 0.5983 1.0400 0.72 -0.26 0.57
H 7.6154 1.6413 4.3438 -0.18 0.14 -0.06
H 6.2143 0.7020 4.7338 0.31 -0.31 -0.23
H 5.2926 3.0098 3.0744 -0.07 0.63 -0.59
H 3.7423 1.4942 2.4474 0.14 0.23 -0.09
H 3.3199 3.5062 1.1318 0.24 -0.03 -0.27
H 3.8637 2.6933 -0.3402 -0.19 -0.17 0.04
H 1.8102 1.7576 1.5973 -0.09 -0.05 -0.10
H 2.1616 1.0118 0.1617 -0.14 0.03 0.08
C 4.0554 6.2222 -4.9055 -0.15 0.18 -0.07
C 3.9253 4.7868 -4.3360 1.11 1.52 -0.95
C 3.5720 3.8161 -5.4678 -0.44 -0.39 0.01
C 2.1292 3.9438 -5.9490 -0.03 0.08 0.04
C 1.1538 3.8435 -4.7789 0.45 -0.38 -0.24
C 1.4762 4.8165 -3.6400 -1.56 1.53 -0.21
N 2.9123 4.7595 -3.2375 -0.19 -2.62 -0.60
O 3.0925 3.6796 -2.5404 0.28 0.38 0.78
C 1.0958 6.2492 -4.0629 0.19 0.20 -0.27
C 0.5491 4.5199 -2.4578 0.40 -0.41 0.40
C 5.3247 4.4552 -3.8134 -0.10 -0.46 0.56
H 5.0780 6.4255 -5.2240 0.01 -0.18 0.02
H 3.4328 6.3914 -5.7824 -0.10 0.03 0.08
H 3.8127 6.9736 -4.1538 -0.05 -0.04 0.00
H 3.7351 2.7862 -5.1316 0.01 0.06 0.14
H 4.2515 3.9712 -6.3090 0.10 0.14 0.13
H 1.9824 4.8858 -6.4843 0.02 0.01 0.03
H 1.9140 3.1528 -6.6701 0.01 0.02 0.00
H 0.1370 4.0205 -5.1357 -0.01 0.13 0.16
H 1.1693 2.8163 -4.3994 0.07 0.05 0.13
H 1.3989 6.9730 -3.3041 0.03 -0.04 0.00
H 0.0157 6.3356 -4.1835 0.00 -0.16 0.09
H 1.5234 6.5553 -5.0143 0.08 -0.01 0.04
H 0.6236 3.4875 -2.1179 0.14 0.04 0.03
H -0.4887 4.6869 -2.7444 0.08 0.09 -0.17
H 0.7719 5.1756 -1.6133 0.02 -0.02 -0.02
H 5.6140 5.1352 -3.0089 -0.03 0.01 -0.01
H 6.0553 4.5535 -4.6156 -0.15 0.11 -0.10
H 5.4026 3.4321 -3.4447 -0.13 0.04 0.07
C -4.8304 -1.5789 4.0490 0.08 0.13 -0.21
C -4.0685 -2.2970 5.1929 -1.71 1.00 -0.75
C -3.4013 -1.2550 6.0977 0.54 -0.01 0.15
C -2.1801 -0.5935 5.4629 0.02 -0.01 -0.07
C -1.1896 -1.6444 4.9642 -0.27 0.17 0.55
C -1.8324 -2.6894 4.0463 0.74 0.51 -1.92
N -3.0796 -3.2606 4.6255 1.19 0.22 2.30
O -2.7430 -4.0974 5.5588 -0.29 -0.60 -0.41
C -2.1232 -2.0567 2.6721 -0.27 0.38 -0.11
C -0.7997 -3.7764 3.7415 -0.12 -0.52 0.38
C -5.1601 -3.0193 5.9849 0.31 -0.57 0.31
H -5.8587 -1.3632 4.3391 0.07 -0.05 0.16
H -4.3911 -0.6189 3.7788 0.07 -0.06 -0.09
H -4.8876 -2.2013 3.1554 0.06 0.00 0.02
H -3.0905 -1.7287 7.0349 -0.02 -0.14 -0.08
H -4.1290 -0.4881 6.3729 -0.13 -0.11 -0.10
H -2.4803 0.0641 4.6417 -0.03 -0.04 -0.01
H -1.6894 0.0493 6.1980 -0.03 0.00 0.00
H -0.3655 -1.1502 4.4398 -0.03 -0.14 -0.15
H -0.7438 -2.1430 5.8314 -0.09 -0.14 -0.04
H -2.6641 -2.7496 2.0249 -0.02 -0.02 0.07
H -1.1934 -1.7949 2.1616 0.10 -0.15 0.13
H -2.6936 -1.1318 2.7272 -0.09 -0.06 0.03
H -0.4054 -4.2439 4.6434 -0.18 -0.03 0.04
H 0.0512 -3.3544 3.2083 -0.18 0.14 0.01
H -1.2294 -4.5591 3.1126 -0.05 0.01 0.07
H -5.6635 -3.7651 5.3672 0.04 0.01 -0.01
H -5.9085 -2.3039 6.3260 0.09 0.13 -0.16
H -4.7737 -3.5147 6.8749 0.10 -0.08 -0.13
C -2.6487 -1.4045 -2.3521 0.19 -0.04 -0.20
C -3.9596 -2.0216 -1.8011 1.80 1.07 0.34
C -3.6530 -3.3806 -1.1592 -0.27 -0.46 -0.08
C -3.3566 -4.4793 -2.1771 0.00 0.05 -0.08
C -4.4701 -4.5705 -3.2183 0.03 -0.06 0.59
C -4.7833 -3.2268 -3.8848 0.88 -0.24 -1.91
N -4.9728 -2.1328 -2.8895 -1.11 -1.78 1.49
O -6.1406 -2.2801 -2.3423 -0.24 0.70 -0.29
C -3.6531 -2.8644 -4.8690 0.36 0.09 0.10
C -6.0146 -3.3930 -4.7788 -0.51 0.23 0.39
C -4.4109 -1.0389 -0.7148 -0.73 -0.07 0.06
H -2.1576 -0.7902 -1.5957 -0.13 -0.08 0.11
H -1.9153 -2.1538 -2.6483 -0.06 0.00 -0.12
H -2.8427 -0.7494 -3.2019 -0.04 -0.06 -0.02
H -4.5033 -3.6991 -0.5465 -0.09 0.13 -0.08
H -2.8066 -3.2844 -0.4734 0.00 0.22 -0.04
H -2.3937 -4.3043 -2.6662 -0.02 0.04 0.00
H -3.2612 -5.4376 -1.6620 0.01 0.02 0.00
H -4.1978 -5.3040 -3.9805 -0.05 0.14 -0.13
H -5.3709 -4.9572 -2.7312 -0.06 0.15 -0.01
H -3.8080 -1.8691 -5.2896 -0.03 0.00 0.05
H -3.6313 -3.5704 -5.6999 -0.17 -0.04 0.06
H -2.6590 -2.8969 -4.4289 -0.03 0.07 0.05
H -6.8792 -3.7646 -4.2311 0.03 0.13 0.09
H -5.8076 -4.1102 -5.5730 0.20 0.01 0.06
H -6.2870 -2.4452 -5.2473 0.00 0.00 0.05
H -4.6282 -0.0567 -1.1396 -0.01 -0.04 -0.04
H -3.6279 -0.9117 0.0347 0.17 -0.13 -0.18
H -5.2953 -1.3795 -0.1770 -0.08 -0.03 -0.19
```
Positions in Å, forces in eV/Å.

E_HOMO (spin up / spin down) in eV: -9.788 / -10.569
Total charge: +1
Spin multiplicity: 4
Electronic energy in eV: -57063.7845

Atomic partial charges in e from the Löwdin method, atoms 1 to 2: -0.0381, -0.3668

A 13-piece molecular cluster, C34H72Cl24N3O2P2 overall in a non-equilibrium geometry. Source: the OMol25 dataset; level of theory: ωB97M-V/def2-TZVPD.

Structure (XYZ):
```
137
Properties=species:S:1:pos:R:3:forces:R:3
C -4.6458 -3.2712 -1.1163 0.31 0.11 0.04
C -3.3479 -3.5753 -1.8210 -0.82 0.49 0.69
C -2.6001 -2.3248 -2.1723 0.00 -0.81 -0.54
O -1.4585 -2.0705 -1.3652 0.59 -0.19 0.78
N -1.8250 -2.0614 -0.0415 -0.03 -0.62 -0.81
C -1.6169 -1.0115 0.6644 0.36 -1.37 0.56
N -1.1502 0.1208 0.2292 0.06 2.70 -1.80
C -2.0543 1.0847 0.8945 -0.27 -0.54 -0.22
C -2.3070 0.3891 2.2165 -0.92 0.76 0.08
P -4.0935 0.3395 2.7029 -0.29 0.14 0.19
O -4.5001 -1.0179 3.0514 -0.31 -1.40 0.43
N -1.9099 -0.9895 1.9683 -0.14 -0.67 1.12
P -0.6507 -1.5192 3.1122 1.00 1.21 1.63
C 0.6102 -2.4853 2.2481 -1.41 -1.23 -0.88
C 0.2519 -3.7301 1.4107 -0.01 0.85 0.30
C -1.5318 -2.5957 4.2765 -0.80 -0.71 -1.93
C -2.4105 -3.6775 3.6533 0.66 0.24 0.19
H -5.2592 -4.1327 -1.0552 -0.69 -0.84 0.06
H -4.4613 -2.9410 -0.1184 0.01 0.36 0.92
H -5.1801 -2.4961 -1.6156 -0.56 0.55 -0.49
H -3.5742 -4.1513 -2.6843 0.13 -0.50 -0.88
H -2.7796 -4.1725 -1.1487 0.87 -0.87 0.25
H -3.2478 -1.4925 -2.1988 -0.71 1.24 0.27
H -2.2153 -2.4269 -3.1524 0.79 0.07 -1.01
H -2.2457 -2.8602 0.4007 0.02 -0.50 -0.20
H -1.1335 0.2342 -0.7761 0.25 -0.08 -0.36
H -2.9785 1.0724 0.3502 -0.58 0.23 -0.65
H -1.7255 2.0883 0.9231 0.82 0.90 0.24
H -1.7430 0.8607 2.9860 0.61 0.06 0.88
H -4.2965 1.2611 3.7306 0.19 0.48 -0.05
H -4.8342 0.8052 1.6023 0.24 0.50 -0.17
H 1.2006 -1.8316 1.6598 0.56 0.93 -0.51
H 1.2468 -2.8059 3.0346 0.61 -0.03 1.08
H 0.6020 -3.6046 0.4107 0.05 0.01 -0.59
H -0.7968 -3.9115 1.3947 -0.80 -0.30 0.01
H 0.7051 -4.6076 1.7971 0.50 -0.82 0.40
H -0.8371 -3.0343 4.9439 0.92 -0.18 0.80
H -2.1784 -1.9514 4.8116 -0.46 0.91 0.77
H -3.3072 -3.7854 4.2018 -0.94 -0.27 0.69
H -1.9039 -4.6128 3.6052 0.38 -0.83 -0.04
H -2.7148 -3.4128 2.6715 -0.37 0.32 -1.01
Cl 0.0837 5.2720 -0.8789 0.01 -0.06 0.00
C 1.7651 4.6660 -0.7567 -0.05 -0.11 -0.05
C 1.9074 3.5972 0.2976 0.05 0.07 0.02
Cl 1.6836 4.2343 1.9453 -0.22 -0.13 0.09
H 2.4093 5.5132 -0.5584 -0.01 0.10 0.08
H 2.0254 4.2559 -1.7295 -0.01 -0.05 -0.03
H 2.9029 3.1678 0.2545 0.10 0.04 0.01
H 1.1863 2.7981 0.1525 -0.10 -0.04 -0.01
Cl -3.3645 0.8234 6.8411 0.04 -0.01 -0.05
C -4.7028 1.5690 7.7700 -0.01 -0.14 -0.09
C -5.9087 1.8137 6.9068 -0.05 -0.07 -0.02
Cl -5.6235 3.0968 5.6956 0.02 -0.03 -0.06
H -4.3289 2.4785 8.2165 0.10 0.13 -0.02
H -4.9604 0.8764 8.5664 -0.01 -0.06 0.03
H -6.7373 2.1428 7.5241 -0.05 0.06 0.06
H -6.2082 0.9145 6.3775 0.04 -0.03 -0.09
Cl 6.8295 5.0670 2.6410 0.02 -0.01 -0.02
C 6.1761 6.6690 3.0701 0.08 0.01 0.05
C 4.6774 6.7102 2.9675 -0.12 0.01 0.08
Cl 4.1217 6.5786 1.2794 0.13 0.12 -0.10
H 6.6376 7.4043 2.4196 0.03 0.00 -0.09
H 6.4744 6.8728 4.0952 0.00 -0.03 0.07
H 4.3079 7.6577 3.3515 0.01 0.07 -0.03
H 4.2189 5.9033 3.5311 -0.03 -0.09 -0.03
Cl 1.9605 -4.7168 -1.3188 0.14 -0.13 -0.25
C 1.2587 -3.8138 -2.6938 -0.10 0.12 0.01
C 1.2469 -4.6257 -3.9582 0.00 -0.07 -0.13
Cl 2.8862 -4.9032 -4.5836 0.05 -0.01 0.02
H 1.8266 -2.8968 -2.8172 0.11 0.01 0.01
H 0.2409 -3.5547 -2.4107 -0.03 -0.03 0.03
H 0.6992 -4.0863 -4.7282 -0.01 0.07 -0.01
H 0.7732 -5.5906 -3.8055 0.01 -0.07 0.03
Cl 5.6144 -2.2967 1.0596 -0.01 0.04 -0.01
C 5.2752 -3.3398 -0.3513 -0.08 0.07 0.02
C 6.3419 -4.3752 -0.5641 0.03 -0.12 -0.04
Cl 7.8860 -3.6511 -1.0783 0.06 0.03 0.00
H 5.1658 -2.6992 -1.2210 0.05 0.07 -0.03
H 4.3247 -3.8262 -0.1605 -0.04 -0.07 0.03
H 6.0318 -5.0594 -1.3505 -0.03 0.02 -0.08
H 6.5268 -4.9463 0.3399 0.05 0.01 0.08
Cl 11.7880 -2.2203 3.2167 0.02 0.01 0.01
C 11.0942 -1.3135 1.8487 -0.07 0.06 0.07
C 11.0981 -2.1128 0.5759 -0.03 -0.04 -0.11
Cl 12.7467 -2.3866 -0.0442 0.01 -0.02 0.00
H 11.6569 -0.3923 1.7381 0.09 0.02 0.02
H 10.0693 -1.0677 2.1164 -0.06 -0.03 0.01
H 10.5545 -1.5717 -0.1951 -0.01 0.05 -0.02
H 10.6277 -3.0803 0.7158 0.02 -0.08 0.02
Cl 4.3264 -2.4015 -7.6553 0.00 0.03 0.01
C 6.0996 -2.5780 -7.5843 -0.02 0.04 -0.09
C 6.5216 -3.6517 -6.6212 0.07 -0.08 0.01
Cl 6.1788 -3.2045 -4.9290 0.01 0.00 0.07
H 6.5207 -1.6159 -7.3122 -0.02 0.08 0.05
H 6.4357 -2.8360 -8.5853 -0.01 -0.04 -0.05
H 7.5942 -3.8116 -6.6973 0.06 0.04 0.02
H 6.0161 -4.5894 -6.8267 -0.09 -0.04 0.03
Cl -5.0125 -0.8403 -4.3556 0.03 -0.02 0.00
C -6.4503 0.2245 -4.3406 -0.04 0.11 0.02
C -7.4663 -0.2045 -3.3209 -0.06 0.02 0.08
Cl -8.2296 -1.7577 -3.7514 0.00 -0.02 0.02
H -6.8695 0.2276 -5.3405 0.09 -0.06 -0.04
H -6.1026 1.2279 -4.1085 0.05 0.03 0.02
H -8.2577 0.5402 -3.2699 -0.04 0.03 -0.05
H -7.0246 -0.3126 -2.3348 0.02 -0.07 0.05
Cl -9.7374 2.6028 -5.2556 0.00 0.02 0.02
C -10.3323 1.6373 -6.6351 -0.09 0.02 0.02
C -9.4283 0.4734 -6.9205 0.04 -0.14 -0.03
Cl -7.8420 0.9992 -7.5518 -0.03 0.00 -0.08
H -10.4214 2.2947 -7.4933 0.06 0.10 -0.01
H -11.3212 1.2734 -6.3690 -0.03 -0.03 0.06
H -9.8726 -0.1697 -7.6754 -0.03 0.02 -0.07
H -9.2553 -0.1161 -6.0240 0.06 -0.03 0.03
Cl 1.9446 1.5693 -4.1356 -0.01 -0.03 -0.02
C 0.6151 2.7534 -4.1816 0.09 0.01 -0.01
C -0.4331 2.4471 -3.1468 -0.01 0.08 -0.05
Cl -1.3052 0.9238 -3.5301 -0.04 0.02 0.26
H 0.1985 2.7498 -5.1833 -0.03 -0.04 -0.06
H 1.0424 3.7355 -3.9872 0.02 0.02 0.05
H -1.1698 3.2445 -3.1136 -0.08 0.00 -0.05
H 0.0114 2.3466 -2.1607 0.02 -0.09 0.04
Cl 5.2933 3.6751 -5.0789 -0.01 0.02 0.00
C 6.4279 3.3954 -3.7337 0.04 0.05 -0.07
C 5.8833 2.4144 -2.7344 0.07 -0.10 0.04
Cl 4.4849 3.0817 -1.8466 0.09 -0.03 0.00
H 6.6425 4.3531 -3.2711 -0.04 0.07 0.02
H 7.3453 3.0012 -4.1630 0.03 -0.05 -0.04
H 6.6448 2.1777 -1.9960 0.02 0.05 0.07
H 5.5637 1.4938 -3.2117 -0.10 -0.02 -0.05
Cl -3.3459 2.6627 11.0016 -0.01 -0.01 -0.05
C -4.2184 4.1560 11.4365 0.08 0.05 -0.01
C -5.7100 3.9929 11.3661 -0.15 0.03 0.08
Cl -6.3145 3.7954 9.6931 0.05 0.07 0.14
H -3.8748 4.9480 10.7792 0.03 0.00 -0.08
H -3.9336 4.4008 12.4562 -0.01 -0.01 0.07
H -6.1875 4.8847 11.7632 -0.02 0.06 -0.01
H -6.0431 3.1354 11.9406 -0.02 -0.10 -0.03
```
Positions in Å, forces in eV/Å.

E_HOMO in eV: -10.981
Total charge: +1
Spin multiplicity: 1
Electronic energy in eV: -364102.0740

Atomic partial charges in e from the Löwdin method, atoms 1 to 2: -0.0743, -0.2046